{"formula": "C30H34N6OSSm", "method": "the ωB97M-V functional and the def2-TZVPD basis", "species": ["Sm", "C", "C", "C", "C", "C", "C", "C", "N", "N", "C", "C", "C", "C", "C", "C", "N", "C", "C", "C", "C", "C", "C", "N", "H", "H", "H", "H", "H", "H", "H", "H", "H", "H", "H", "H", "H", "H", "H", "H", "H", "H", "H", "H", "C", "C", "C", "N", "C", "S", "N", "C", "O", "C", "C", "C", "C", "C", "C", "H", "H", "H", "H", "H", "H", "H", "H", "H", "H", "H", "H", "H", "H"], "xyz": [[-0.6616, -1.3484, -0.4173], [-1.9880, -1.1869, -3.3782], [-0.7452, -2.0459, -3.6832], [0.5967, -1.4053, -3.3920], [1.4546, -1.0659, -4.4228], [2.7052, -0.5380, -4.1362], [3.0770, -0.3477, -2.8108], [2.1733, -0.6883, -1.8340], [0.9603, -1.2144, -2.1031], [-2.5457, -1.3402, -1.9961], [-3.3439, -2.5876, -1.8724], [-2.5688, -3.7992, -1.3932], [-3.0908, -5.0618, -1.5974], [-2.3980, -6.1665, -1.1256], [-1.1903, -5.9782, -0.4633], [-0.7378, -4.6935, -0.2848], [-1.4102, -3.6113, -0.7330], [-3.3717, -0.1483, -1.6719], [-2.5177, 1.0949, -1.5418], [-3.0234, 2.3361, -1.8678], [-2.1939, 3.4458, -1.7796], [-0.8763, 3.2719, -1.3823], [-0.4563, 2.0076, -1.0395], [-1.2581, 0.9308, -1.0948], [-2.7687, -1.4425, -4.0963], [-1.7404, -0.1389, -3.5329], [-0.7684, -2.2782, -4.7455], [-0.8054, -3.0059, -3.1693], [1.1523, -1.2308, -5.4489], [3.3880, -0.2845, -4.9383], [4.0477, 0.0480, -2.5441], [2.4209, -0.5586, -0.7839], [-3.8158, -2.8338, -2.8250], [-4.1564, -2.4190, -1.1638], [-4.0306, -5.1823, -2.1238], [-2.7905, -7.1643, -1.2776], [-0.6136, -6.8131, -0.0893], [0.1946, -4.5059, 0.2347], [-3.8950, -0.3309, -0.7311], [-4.1298, 0.0251, -2.4373], [-4.0450, 2.4357, -2.2129], [-2.5679, 4.4306, -2.0313], [-0.1924, 4.1078, -1.3231], [0.5615, 1.8362, -0.7057], [4.1306, 0.9044, 1.6746], [3.5908, 0.1387, 2.8813], [2.2325, -0.4950, 2.6337], [1.2114, 0.5651, 2.5325], [-0.0898, 0.3847, 2.4243], [-0.7644, -1.2148, 2.2439], [-0.9376, 1.4193, 2.5028], [-0.6782, 2.8637, 2.5671], [-1.3522, 3.5347, 1.8409], [0.3866, 3.3353, 3.4644], [1.0636, 4.5127, 3.1379], [2.0127, 5.0222, 4.0054], [2.2650, 4.3801, 5.2122], [1.5762, 3.2199, 5.5540], [0.6419, 2.6910, 4.6817], [5.0820, 1.3755, 1.9167], [3.4516, 1.6984, 1.3474], [4.3103, 0.2254, 0.8364], [3.5223, 0.7955, 3.7528], [4.2805, -0.6591, 3.1517], [1.9634, -1.1770, 3.4381], [2.2520, -1.0707, 1.7083], [1.5271, 1.5030, 2.7602], [-1.9119, 1.1964, 2.3627], [0.8288, 5.0215, 2.2109], [2.5445, 5.9302, 3.7526], [2.9895, 4.7962, 5.9004], [1.7563, 2.7420, 6.5083], [0.0805, 1.8066, 4.9635]], "forces_ev_per_angstrom": [[-0.19, 0.05, -0.12], [0.20, -0.12, -0.05], [0.00, 0.12, 0.07], [-0.05, -0.12, 0.06], [0.06, 0.02, -0.08], [0.03, 0.02, -0.02], [0.08, 0.05, -0.04], [-0.11, -0.11, 0.01], [0.50, 0.14, -0.45], [0.12, -0.01, 0.04], [0.01, -0.14, 0.06], [-0.03, 0.06, -0.04], [-0.05, -0.13, -0.06], [0.00, -0.01, 0.00], [-0.01, -0.11, 0.02], [0.00, 0.15, 0.01], [-0.22, -0.03, -0.13], [0.10, 0.13, 0.05], [-0.10, -0.10, 0.04], [0.00, 0.14, -0.13], [-0.04, 0.02, 0.01], [0.00, 0.14, 0.04], [0.07, -0.09, 0.11], [-0.21, -0.13, -0.11], [-0.10, 0.02, 0.03], [-0.03, 0.06, 0.01], [0.00, -0.02, -0.03], [0.00, -0.10, -0.03], [0.01, 0.00, 0.03], [-0.04, -0.01, 0.03], [-0.04, 0.00, -0.02], [0.04, 0.02, 0.04], [-0.06, 0.06, -0.05], [-0.01, 0.07, 0.04], [0.06, 0.00, 0.02], [0.01, 0.03, 0.00], [-0.03, 0.02, -0.01], [0.04, 0.01, 0.03], [-0.05, -0.05, 0.03], [-0.11, -0.08, -0.03], [0.03, -0.01, 0.02], [0.02, -0.04, 0.00], [-0.02, -0.04, 0.00], [0.04, 0.00, 0.02], [-0.01, -0.03, 0.11], [0.03, 0.09, -0.12], [0.02, 0.13, 0.14], [-0.04, -0.17, -0.20], [0.20, 0.03, 0.38], [0.06, 0.16, 0.35], [-0.07, 0.04, 0.22], [0.27, -0.11, -0.34], [-0.08, 0.06, 0.03], [-0.10, -0.02, 0.21], [-0.07, 0.01, -0.12], [0.05, 0.03, 0.00], [-0.02, -0.01, 0.01], [0.03, -0.02, 0.03], [-0.03, -0.01, -0.02], [-0.02, 0.00, -0.03], [0.02, -0.01, -0.01], [-0.02, 0.03, -0.01], [0.01, -0.02, 0.03], [0.04, -0.01, 0.03], [-0.08, 0.00, 0.05], [-0.03, -0.09, -0.14], [0.02, 0.04, 0.05], [-0.08, 0.01, -0.08], [0.00, 0.00, 0.04], [-0.03, -0.02, 0.01], [-0.01, -0.02, -0.02], [-0.01, 0.02, -0.03], [0.01, 0.02, 0.00]], "homo_energy_ev": [-16.483, -16.483], "relative_energy_kcal_mol": 1.01, "s_squared": 8.76, "orbital_gap_ev": [6.76, 7.86], "spin_multiplicity": 6, "charge": 3}

=====

{"formula": "C17H24Br12Cl2O6", "method": "the ωB97M-V functional and the def2-TZVPD basis", "species": ["O", "C", "O", "C", "C", "C", "H", "H", "H", "H", "H", "H", "O", "C", "O", "C", "C", "C", "H", "H", "H", "H", "H", "H", "O", "C", "O", "C", "C", "C", "H", "H", "H", "H", "H", "H", "C", "Cl", "Cl", "H", "H", "C", "Br", "Br", "Br", "H", "C", "Br", "Br", "Br", "H", "C", "Br", "Br", "Br", "H", "C", "Br", "Br", "Br", "H"], "xyz": [[23.8841, 14.9476, 15.0458], [24.8166, 15.5106, 15.6042], [26.0031, 14.9136, 15.8306], [26.8940, 15.8495, 16.3854], [25.8998, 16.7847, 17.1462], [24.8387, 16.9004, 16.0894], [27.4748, 16.3507, 15.6111], [27.5008, 15.4266, 17.1859], [26.4070, 17.7194, 17.3850], [25.5448, 16.3642, 18.0871], [25.0573, 17.5830, 15.2682], [23.9014, 17.2136, 16.5492], [22.8132, 8.9472, 12.6462], [22.5633, 10.1272, 12.7000], [21.3130, 10.6743, 12.8110], [21.4461, 12.0767, 12.9508], [22.8903, 12.4333, 13.2545], [23.6440, 11.2734, 12.7035], [20.9578, 12.2690, 13.9062], [20.9981, 12.5556, 12.0801], [23.1354, 12.4006, 14.3161], [23.1187, 13.4008, 12.8076], [24.4560, 10.8739, 13.3112], [23.9961, 11.4115, 11.6813], [24.5314, 5.1738, 16.9199], [23.6397, 5.7284, 16.2405], [23.3865, 7.0911, 16.2958], [22.2830, 7.5872, 15.6155], [21.9337, 6.4059, 14.6912], [22.6398, 5.1210, 15.2388], [22.4019, 8.5411, 15.1016], [21.4433, 7.8981, 16.2372], [22.2375, 6.6293, 13.6685], [20.8478, 6.3131, 14.7111], [23.0118, 4.4427, 14.4709], [21.9123, 4.6672, 15.9118], [25.3781, 9.3210, 9.3263], [23.9737, 10.3566, 8.9785], [26.4293, 10.0936, 10.5688], [24.9488, 8.3857, 9.6855], [25.9724, 9.2849, 8.4133], [23.1346, 12.9819, 17.5796], [22.8956, 14.6776, 18.5848], [21.4902, 12.4343, 16.5122], [23.5336, 11.5441, 18.8711], [23.8938, 13.0764, 16.8032], [22.6829, 14.7393, 8.4884], [22.1769, 13.7420, 10.1291], [21.2606, 16.0052, 7.9659], [23.3957, 13.4226, 7.1379], [23.4997, 15.3639, 8.8501], [27.5490, 9.4631, 14.3201], [26.8390, 9.5670, 16.2318], [29.0929, 8.2257, 13.9836], [27.8126, 11.2976, 13.6325], [26.7300, 9.0920, 13.7040], [20.3166, 7.9571, 10.6773], [20.8911, 9.4962, 9.6391], [21.6091, 6.4997, 10.3418], [18.4519, 7.4898, 10.1347], [20.2370, 8.0461, 11.7607]], "forces_ev_per_angstrom": [[1.49, 0.27, 0.82], [-1.99, -1.27, -1.68], [-0.44, -1.04, -0.76], [-0.51, 1.03, 2.55], [2.01, 1.18, -0.89], [-0.78, 0.81, 1.30], [0.01, -0.02, 0.09], [0.38, -0.60, -0.71], [-0.15, 0.13, 0.03], [-0.03, -0.32, -0.26], [0.27, 0.02, 0.03], [-0.26, -0.25, -0.49], [-1.01, 0.40, -0.37], [1.24, 0.87, -0.02], [1.44, -1.80, -0.58], [-0.57, 0.81, 1.80], [0.57, 0.01, -0.31], [-0.60, -1.83, -0.64], [-0.88, 0.60, -0.59], [-0.05, 0.10, 0.31], [-0.63, 0.72, -0.02], [0.30, -0.09, 0.37], [0.13, 0.33, -0.07], [0.04, -0.14, -0.07], [-3.37, 2.30, -2.52], [2.35, -0.95, 0.99], [2.02, -0.14, 1.89], [-1.12, -1.00, -1.01], [-0.68, -0.07, -0.66], [-0.74, 1.98, 0.94], [1.24, -0.28, -0.36], [0.02, -0.81, 0.91], [0.08, -0.04, 0.00], [-0.03, -0.34, -0.31], [0.16, 0.08, 0.45], [0.06, -0.70, -0.24], [0.48, 0.58, 0.61], [-0.43, 0.16, -0.06], [-0.60, -0.56, -0.48], [0.50, 0.02, -0.08], [-0.28, -0.36, 0.14], [-1.06, -0.42, 0.43], [0.07, -1.06, -0.93], [0.94, 0.57, 1.09], [-0.03, 0.77, -0.89], [0.03, 0.12, 0.46], [-0.08, -0.26, 0.35], [0.06, 0.36, -0.93], [0.89, -1.13, -0.01], [-0.81, 1.35, 0.87], [-0.03, -0.28, -0.51], [-0.12, 0.15, 0.40], [0.86, -0.30, -1.78], [-1.25, 1.20, 0.55], [0.18, -0.87, 0.41], [0.22, -0.14, 0.39], [-0.43, -1.80, -0.27], [-0.21, -0.49, 0.56], [-0.82, 1.00, 0.05], [1.46, 0.61, -0.01], [0.50, 0.85, -0.28]], "homo_energy_ev": [-11.900, -11.900], "s_squared": 0.76, "orbital_gap_ev": [7.41, 2.48], "spin_multiplicity": 2, "charge": 1}